DFT (the ωB97M-V functional and the def2-TZVPD basis) results for C61H48F3NP3PbSi as an isolated structure at a distorted geometry.

Positions of all 118 atoms, in Å:
Pb (1.394, -0.756, 0.564)
C (-3.615, -2.767, 5.854)
C (-3.102, -1.721, 6.533)
C (-2.298, -0.760, 5.948)
C (-2.182, -0.696, 4.527)
C (-2.642, -1.846, 3.854)
C (-3.349, -2.851, 4.491)
P (-1.485, 0.597, 3.408)
C (-1.782, 2.093, 4.368)
C (-2.797, 2.978, 4.066)
C (-3.035, 4.057, 4.903)
C (-2.250, 4.336, 6.002)
C (-1.066, 3.580, 6.180)
C (-0.868, 2.426, 5.390)
C (-2.734, 0.577, 2.136)
C (-4.058, 0.463, 2.523)
C (-5.104, 0.134, 1.653)
C (-4.885, 0.010, 0.271)
C (-3.528, 0.156, -0.142)
C (-2.479, 0.471, 0.688)
Si (-0.798, 0.759, -0.308)
C (-0.418, 2.606, 0.175)
C (-1.431, 3.485, 0.520)
C (-1.198, 4.802, 0.901)
C (0.068, 5.365, 0.624)
C (1.050, 4.540, 0.093)
C (0.874, 3.150, 0.039)
P (2.375, 2.076, -0.043)
C (3.331, 2.667, -1.463)
C (2.798, 3.341, -2.577)
C (3.660, 3.773, -3.567)
C (5.024, 3.552, -3.487)
C (5.518, 2.956, -2.293)
C (4.696, 2.346, -1.363)
C (3.198, 2.705, 1.389)
C (4.149, 3.775, 1.379)
C (4.711, 4.181, 2.534)
C (4.461, 3.480, 3.732)
C (3.469, 2.494, 3.752)
C (2.795, 2.121, 2.592)
C (-1.255, 0.908, -2.235)
C (-2.125, 1.940, -2.614)
C (-2.413, 2.159, -3.955)
C (-1.792, 1.387, -4.922)
C (-0.995, 0.288, -4.603)
C (-0.681, 0.067, -3.236)
P (0.766, -0.855, -2.662)
C (1.700, -1.229, -4.170)
C (2.582, -0.215, -4.664)
C (3.320, -0.410, -5.824)
C (3.221, -1.631, -6.508)
C (2.345, -2.599, -6.041)
C (1.671, -2.431, -4.828)
C (0.019, -2.417, -2.200)
C (1.414, -4.145, -1.013)
C (0.573, -5.276, -0.371)
C (-0.869, -4.683, -0.132)
C (-1.689, -4.175, -2.568)
C (-1.155, -2.925, -2.800)
H (-4.263, -3.481, 6.395)
H (-3.370, -1.638, 7.568)
H (-1.761, -0.062, 6.558)
H (-2.508, -1.941, 2.745)
H (-3.703, -3.705, 3.915)
H (-3.406, 2.893, 3.140)
H (-3.943, 4.628, 4.705)
H (-2.569, 5.151, 6.697)
H (-0.419, 3.774, 7.062)
H (0.008, 1.790, 5.533)
H (-4.330, 0.626, 3.569)
H (-6.090, 0.063, 2.085)
H (-5.666, -0.128, -0.478)
H (-3.314, 0.025, -1.229)
H (-2.458, 3.063, 0.472)
H (-1.987, 5.360, 1.399)
H (0.276, 6.448, 0.725)
H (1.950, 4.982, -0.344)
H (1.757, 3.525, -2.700)
H (3.258, 4.275, -4.414)
H (5.715, 3.831, -4.291)
H (6.600, 2.898, -2.207)
H (5.082, 1.755, -0.552)
H (4.346, 4.257, 0.421)
H (5.438, 4.992, 2.557)
H (4.925, 3.842, 4.646)
H (3.183, 1.985, 4.673)
H (2.040, 1.345, 2.688)
H (-2.590, 2.614, -1.905)
H (-3.061, 2.954, -4.269)
H (-1.918, 1.680, -5.958)
H (-0.638, -0.392, -5.343)
H (2.642, 0.772, -4.186)
H (3.921, 0.362, -6.234)
H (3.718, -1.806, -7.494)
H (2.166, -3.511, -6.679)
H (1.082, -3.262, -4.404)
H (2.204, -3.886, -0.311)
H (1.036, -5.857, 0.434)
H (-1.380, -5.114, 0.725)
H (-2.412, -4.539, -3.305)
H (-1.642, -2.300, -3.594)
F (-0.976, -7.980, -0.771)
C (-0.082, -7.522, -1.694)
F (1.058, -8.138, -1.469)
F (-0.528, -7.911, -2.933)
C (0.073, -6.032, -1.714)
C (-1.326, -5.210, -1.560)
C (-0.619, -3.155, 0.004)
N (0.489, -2.933, -0.995)
C (1.830, -4.636, -2.364)
C (1.027, -5.661, -2.779)
H (-2.156, -5.939, -1.488)
H (-1.512, -2.539, -0.152)
H (2.549, -4.008, -2.882)
H (1.126, -6.263, -3.665)
C (0.014, -2.808, 1.327)
H (-0.663, -2.388, 2.098)
H (0.673, -3.563, 1.719)

Output
E_HOMO: -2.58 eV
total charge: -1
lowest unoccupied orbital energy: 0.08205 Eh

Mulliken atomic charge list, values in e, 8 entries: 0.969, -0.552, -0.440, -0.960, 0.548, 0.052, -0.737, 0.579